(1)
56
Properties=species:S:1:pos:R:3:forces:R:3:mulliken_charge:R:1 method="wB97M-V/def2-TZVPD" gap_ev=4.60 homo_energy_ev=-0.254 spin_multiplicity=1 total_charge=-2 de_lowest_kcal_mol=200.96 total_energy_ev=-75844.6683
Sr -0.732 0.996 -0.293 10.56 1.51 -9.47 1.344
F -3.297 1.439 4.264 0.82 -0.25 -1.09 -0.165
C -2.861 2.227 3.267 -1.41 1.56 1.31 0.716
F -3.992 2.693 2.671 0.35 -0.29 0.02 -0.259
F -2.311 3.293 3.896 0.21 -0.65 -0.39 -0.236
S -1.759 1.891 1.740 -2.08 5.26 5.66 0.934
O -0.587 1.131 1.949 1.01 -0.76 1.73 -0.535
O -1.546 3.279 1.442 -0.04 -0.64 -0.60 -0.834
N -2.741 1.311 0.707 -2.49 0.77 0.53 -0.613
S -2.785 -0.170 0.305 -7.06 -4.04 -0.65 0.911
O -3.230 -0.265 -1.062 0.60 0.54 0.04 -0.628
O -1.640 -0.942 0.590 0.63 -1.59 0.82 -0.307
C -4.411 -0.735 1.140 -1.97 -0.41 0.36 0.630
F -5.393 -0.386 0.272 0.57 0.04 -0.01 -0.250
F -4.786 -0.142 2.290 0.79 -0.11 -0.55 -0.174
F -4.553 -2.068 1.301 0.78 0.66 -0.19 -0.223
C 2.132 -2.483 0.310 -0.08 0.02 0.21 -0.826
N 1.258 -2.193 -0.802 -0.34 -0.01 -0.06 0.872
C 0.246 -3.197 -0.947 0.13 -0.08 0.01 -1.246
C 1.967 -1.925 -2.031 0.07 0.24 0.06 -0.888
C 2.908 -0.768 -1.828 0.57 0.15 -0.31 -0.320
C 4.275 -0.988 -1.981 -0.15 -0.16 -0.17 -0.527
C 5.181 0.043 -1.808 0.17 0.00 0.06 -0.455
C 4.702 1.285 -1.434 0.02 0.35 0.02 -0.401
C 3.334 1.489 -1.262 0.01 -0.26 -0.17 -0.265
C 2.388 0.481 -1.472 -1.20 0.03 0.51 0.204
H 2.643 -3.461 0.202 0.04 -0.01 -0.12 0.210
H 1.551 -2.464 1.227 -0.03 -0.04 0.21 0.149
H 2.876 -1.697 0.387 0.12 -0.01 0.06 0.260
H 0.674 -4.203 -1.162 -0.10 0.06 -0.03 0.359
H -0.431 -2.920 -1.755 -0.10 -0.07 -0.12 0.288
H -0.315 -3.251 -0.020 -0.18 -0.15 0.17 0.238
H 1.232 -1.623 -2.792 0.06 -0.27 0.03 0.381
H 2.530 -2.823 -2.379 -0.18 0.08 -0.04 0.184
H 4.644 -1.976 -2.229 0.03 -0.20 -0.09 0.227
H 6.242 -0.135 -1.949 0.06 0.04 0.04 0.331
H 5.403 2.098 -1.286 0.09 0.16 0.05 0.324
H 2.969 2.469 -0.974 0.14 0.22 0.01 0.316
C 0.036 3.600 -2.150 -0.72 -1.18 0.78 -1.187
H -0.895 4.008 -2.510 -0.42 0.48 -0.18 0.244
H 0.798 3.637 -2.915 0.31 -0.23 -0.22 0.204
H 0.358 4.106 -1.248 0.14 0.44 0.26 0.270
C -0.724 -2.717 4.983 0.08 0.31 -0.18 -1.287
Si -0.528 -1.180 3.817 -0.95 -0.55 2.05 0.084
C -0.451 0.301 5.055 0.14 -0.12 -0.36 -0.952
C -2.331 -1.020 3.212 0.18 0.23 -0.18 -0.891
O 0.610 -1.383 2.810 0.76 0.06 -0.94 -0.634
H -1.439 -2.593 5.795 -0.19 0.11 0.15 0.321
H 0.242 -2.955 5.424 0.20 -0.04 0.08 0.343
H -1.031 -3.586 4.403 -0.04 -0.13 -0.15 0.275
H -1.148 0.198 5.886 -0.16 -0.10 0.05 0.257
H -0.685 1.238 4.548 0.07 0.13 0.02 0.150
H 0.547 0.417 5.471 0.21 -0.03 0.05 0.337
H -3.071 -0.994 4.005 0.02 -0.08 0.26 0.577
H -2.570 -1.834 2.537 0.04 -0.22 0.09 0.589
H -2.442 -0.080 2.652 -0.12 -0.73 0.59 -0.424

***

(2)
77
Properties=species:S:1:pos:R:3:forces:R:3:mulliken_charge:R:1 method="wB97M-V/def2-TZVPD" gap_ev=1.73 homo_energy_ev=-6.581 spin_multiplicity=1 total_energy_ev=-143934.0571
C 0.497 1.961 5.965 -0.19 -0.52 -0.55 -1.007
C -1.034 1.829 6.007 0.89 0.61 0.10 -0.852
N -1.610 1.891 4.632 -1.04 0.58 1.47 0.144
C -1.655 0.655 3.896 0.17 -0.41 -0.47 1.372
C -0.974 -0.570 4.510 -0.22 0.05 -0.14 -0.916
C -2.810 2.663 4.693 0.55 -0.80 -0.75 -0.293
S -3.987 2.465 5.783 -0.17 0.10 0.07 -0.077
S -2.898 4.036 3.584 -0.57 0.68 -0.59 0.052
C -2.805 3.389 1.855 0.97 -0.29 1.42 -1.230
C -1.457 2.781 1.533 -0.05 0.03 -0.33 0.265
C -1.666 1.710 0.477 -0.03 1.02 -0.15 0.385
C -0.400 1.107 -0.081 -0.21 0.30 -0.36 -0.183
Cl -0.158 -0.356 0.927 1.06 -0.46 -0.22 -0.041
O 0.680 2.015 -0.114 -0.27 -0.82 -0.41 -0.351
C 1.679 1.867 0.830 0.32 -0.30 0.13 -0.033
O 1.594 2.331 1.903 -0.05 0.28 0.92 -0.361
H 0.799 2.209 4.949 0.04 0.29 -0.07 0.174
H 0.987 1.023 6.219 0.12 0.02 0.27 0.364
H 0.846 2.763 6.604 0.05 0.00 0.16 0.352
H -1.399 2.710 6.522 -0.13 0.04 -0.02 0.747
H -1.381 0.978 6.590 -0.08 -0.19 -0.17 0.411
H -1.219 0.831 2.910 0.08 -0.09 0.11 -0.607
H -2.730 0.399 3.709 -0.25 -0.12 0.10 -0.347
H -0.062 -0.349 5.046 -0.01 0.27 0.22 0.222
H -1.677 -1.125 5.127 0.18 0.05 0.40 0.334
H -0.679 -1.264 3.711 0.22 1.38 1.50 0.112
H -3.598 2.662 1.727 -0.39 0.19 -0.10 -0.416
H -3.022 4.225 1.186 -0.33 -0.49 -0.52 0.420
H -0.769 3.530 1.153 0.02 0.09 0.12 0.210
H -1.014 2.448 2.466 0.40 0.23 -0.24 0.314
H -2.212 0.862 0.906 -0.60 -0.06 0.04 -0.954
H -2.291 2.110 -0.319 0.10 -0.04 -0.20 0.746
H -0.558 0.752 -1.094 0.13 -0.15 -0.05 0.546
H 2.552 1.291 0.519 0.01 -0.05 -0.61 0.541
C 0.898 -2.483 -1.463 -0.43 0.30 0.19 0.952
O -0.069 -1.927 -1.955 -0.02 0.10 -0.15 -0.389
O 0.950 -3.697 -1.169 0.44 -0.12 -0.08 -0.267
O 1.971 -1.942 -1.105 0.10 -0.32 -0.09 -0.311
Li -2.159 -0.976 2.206 1.24 -0.39 0.14 0.677
Al -4.598 -0.035 1.474 -0.53 1.11 -0.98 0.983
O 2.589 -1.910 -4.649 -0.15 0.16 0.14 -0.706
C 3.710 -1.976 -4.232 0.10 -0.26 -0.29 0.628
O 4.303 -0.961 -3.568 -0.03 0.04 0.05 -0.374
C 5.677 -1.284 -3.290 0.18 -0.08 0.04 -0.437
C 5.749 -2.805 -3.344 -0.06 -0.06 -0.09 -0.522
C 4.679 -3.132 -4.387 0.29 0.10 0.54 -0.177
H 6.300 -0.811 -4.052 -0.02 -0.02 -0.02 0.272
H 5.942 -0.877 -2.317 -0.11 0.08 0.01 0.314
H 6.742 -3.176 -3.589 0.01 0.06 -0.05 0.346
H 5.461 -3.224 -2.380 0.01 0.02 0.03 0.254
H 5.074 -3.113 -5.403 -0.09 -0.05 -0.06 0.071
H 4.188 -4.081 -4.193 -0.14 0.01 -0.23 0.296
C -6.320 0.974 -1.944 -1.19 -0.72 0.87 -1.321
C -5.319 1.648 -1.150 -0.06 -0.10 -0.97 0.537
N -4.600 2.193 -0.430 -0.01 -0.58 1.34 -0.388
H -7.101 0.566 -1.258 0.27 0.26 -0.23 0.332
H -6.774 1.675 -2.636 0.10 -0.01 -0.06 0.365
H -5.858 0.172 -2.512 0.03 0.10 -0.09 0.394
Cl -4.295 1.613 -3.736 0.51 0.23 -0.06 -0.743
F -1.037 -2.299 2.680 -1.56 -0.73 -1.43 -0.323
P -0.484 -3.835 2.280 1.41 -3.91 -0.69 0.896
F -1.089 -3.432 0.772 0.19 0.16 0.36 -0.342
F -0.919 -4.059 3.860 0.51 0.86 -0.46 -0.321
F 0.859 -3.011 1.750 -0.69 0.30 0.98 -0.319
F -1.455 -5.143 1.987 -0.24 0.92 0.33 -0.319
F 0.677 -4.962 2.599 -0.48 0.40 -0.64 -0.330
Cl 1.476 -3.389 -8.380 0.00 -0.02 0.01 -0.199
C 2.177 -1.806 -7.953 -0.01 0.05 0.03 0.118
C 3.425 -1.518 -8.746 -0.05 0.12 -0.03 -0.471
Cl 4.781 -2.595 -8.297 0.01 0.01 -0.01 -0.195
H 2.363 -1.803 -6.883 0.00 -0.07 0.00 -0.177
H 1.425 -1.051 -8.176 0.00 0.00 -0.06 0.325
H 3.756 -0.499 -8.558 0.00 -0.01 0.07 0.279
H 3.254 -1.637 -9.812 0.03 -0.08 -0.01 0.380
O 0.393 4.567 3.347 -1.07 0.29 -0.26 -0.870
H 0.708 4.427 2.448 0.26 -0.01 0.14 0.130
Li -3.018 5.787 1.835 0.52 0.42 0.69 0.908